A single C2H6N2O molecule, computed with ωB97M-V/def2-TZVPD.

Calculated values
Multiplicity   1
Kohn-Sham gap   10.661 eV
Energy relative to the best compared isomer or geometry (same formula, charge and spin)   405.80 kJ/mol
LUMO   0.86 eV
SMILES   [H]/N=C\NOC
Calculated total energy   -264.4328 Ha

Last column: Mulliken charge in e.
Cartesian coordinates (Å):
H -2.06 0.69 0.99  0.24
N -2.19 0.44 -0.05  -0.58
C -1.10 -0.22 -0.40  0.09
N -0.08 -0.62 0.51  -0.30
O 1.30 -0.66 -0.10  -0.27
C 1.65 0.75 -0.10  -0.56
H -0.89 -0.71 -1.40  0.36
H 0.09 0.13 1.25  0.30
H 1.05 1.14 -0.94  0.26
H 2.81 0.80 -0.18  0.23
H 1.29 1.26 0.88  0.23